Record 1
C3H10N4 as an isolated structure, computed with ωB97M-V with the def2-TZVPD basis set.

Properties
- HOMO level (eV) = -8.22
- E_tot (a.u.) = -339.1266
- energy above the lowest of the compared OMol25 structures with the same formula, charge and spin (kcal/mol) = 126.4

```
! wB97M-V def2-TZVPD RIJCOSX def2/J DEFGRID3
* xyz 0 1
N -0.024 0.552 0.863
N -0.051 1.758 0.115
N -0.025 0.791 2.257
H -0.973 -0.222 0.309
H 0.904 2.091 -0.021
H -0.436 1.505 -0.798
H 0.870 1.201 2.519
H -0.731 1.500 2.440
C 1.032 -0.448 0.463
C -1.199 -1.320 -0.656
C -0.866 -1.392 -1.945
N 1.954 -0.291 -0.398
H 1.790 0.507 -1.011
H 1.015 -1.292 1.151
H -1.902 -2.072 -0.286
H -1.244 -2.145 -2.635
H -0.113 -0.724 -2.367
*
```

***

Record 2
One molecule with the formula C5H10O, computed with ωB97M-V with the def2-TZVPD basis set.

Properties
- HOMO level (eV) = -9.81
- SMILES string = CCC1(O)CC1
- E_tot (a.u.) = -271.7163
- energy above the lowest of the compared OMol25 structures with the same formula, charge and spin (kcal/mol) = 22.8

```
! wB97M-V def2-TZVPD RIJCOSX def2/J DEFGRID3
* xyz 0 1
C 0.144 -1.898 -0.634
C -0.506 -0.522 -0.774
C -0.219 0.351 0.431
O -0.826 -0.077 1.623
C 1.163 0.883 0.608
C 0.027 1.826 0.282
H 0.112 -2.460 -1.573
H -0.351 -2.489 0.143
H 1.194 -1.786 -0.343
H -1.593 -0.623 -0.905
H -0.132 -0.017 -1.674
H -1.760 0.165 1.570
H 1.554 0.899 1.620
H 1.894 0.665 -0.167
H -0.320 2.466 1.088
H -0.011 2.272 -0.709
*
```

***

Record 3
A 2-piece molecular cluster, C6H14Si overall, computed with ωB97M-V with the def2-TZVPD basis set.

Properties
- HOMO level (alpha / beta) (eV) = -5.82 / -8.53
- E_tot (a.u.) = -526.2164
- energy above the lowest of the compared OMol25 structures with the same formula, charge and spin (kcal/mol) = 60.2
- ⟨S²⟩ = 2.006

```
! wB97M-V def2-TZVPD RIJCOSX def2/J DEFGRID3
* xyz 0 3
C -1.792 1.055 -0.424
C -1.076 -0.254 0.060
C -0.539 -1.267 -0.932
C -1.971 -0.922 1.147
C 1.171 1.803 1.674
C 3.352 0.049 -1.349
Si -0.112 1.272 0.480
H -2.046 1.028 -1.443
H -2.668 1.509 0.088
H -1.388 -1.932 -1.289
H 0.187 -2.038 -0.468
H -0.032 -0.779 -1.753
H -2.524 -1.674 0.705
H -2.543 -0.282 1.750
H -1.199 -1.308 1.802
H 1.300 2.780 1.415
H 2.194 1.295 1.583
H 4.202 0.663 -0.669
H 2.899 -0.707 -0.630
H 3.889 -0.384 -2.083
H 2.432 0.627 -1.592
*
```

***

Record 4
C5H6CaLiO4 as an isolated structure, computed with ωB97M-V with the def2-TZVPD basis set.

Properties
- HOMO level (alpha / beta) (eV) = -5.65 / -7.39
- E_tot (a.u.) = -1180.2631
- ⟨S²⟩ = 0.750

```
! wB97M-V def2-TZVPD RIJCOSX def2/J DEFGRID3
* xyz 0 2
C 1.296 -0.876 0.159
C 0.100 -1.389 -0.644
C -1.210 -0.921 -0.086
C -1.926 0.126 -0.580
O -2.890 0.746 0.047
O 1.576 0.501 -0.049
Ca 2.067 1.936 -1.635
Li -1.759 0.833 1.532
H 2.201 -1.461 -0.061
H 1.082 -0.972 1.236
H 0.163 -2.490 -0.650
H 0.215 -1.065 -1.691
H -1.528 -1.366 0.869
H -1.636 0.517 -1.576
O 0.106 1.387 1.778
O 1.248 2.780 0.425
C 0.897 1.714 0.926
*
```

***

Record 5
An isolated ion of composition H3N2O3S and charge -1, computed with ωB97M-V with the def2-TZVPD basis set.

Properties
- HOMO level (eV) = -4.52
- SMILES string = NNS(=O)(=O)[O-]
- E_tot (a.u.) = -735.2583
- energy above the lowest of the compared OMol25 structures with the same formula, charge and spin (kcal/mol) = 9.8

```
! wB97M-V def2-TZVPD RIJCOSX def2/J DEFGRID3
* xyz -1 1
N -1.223 -0.086 0.955
N 0.168 0.057 0.924
O 1.927 0.771 -0.630
O -0.166 0.272 -1.668
O 1.212 -1.570 -0.877
S 0.826 -0.194 -0.714
H -1.675 0.653 0.426
H -1.501 -0.940 0.372
H 0.432 1.036 1.212
*
```

***

Record 6
A 7-piece molecular cluster, C32H78O11P2S2 overall, computed with ωB97M-V with the def2-TZVPD basis set.

Properties
- HOMO level (eV) = -8.58
- SMILES string = CCP(C)[C@@H]1OS(=O)(=O)O[C@@]1(CCCCCCCCOC)[PH2]=S.CC(C)O.CC(C)O.CC(C)O.CC(C)O.CC(C)O.CC(C)O
- E_tot (a.u.) = -3572.7066

```
! wB97M-V def2-TZVPD RIJCOSX def2/J DEFGRID3
* xyz 0 1
C 3.105 1.987 2.617
C 3.741 1.527 1.299
P 2.696 0.317 0.372
C 3.868 -0.136 -0.966
C 1.620 1.576 -0.542
O 1.501 2.833 0.162
S 0.289 3.709 -0.386
O -0.655 3.872 0.669
O 0.773 4.846 -1.092
O -0.209 2.649 -1.453
C 0.188 1.277 -1.018
C -0.901 0.777 -0.049
C -0.503 -0.314 0.954
C -1.671 -0.812 1.859
C -3.103 -0.541 1.365
C -3.644 0.827 1.804
C -4.860 1.304 1.002
C -4.516 1.678 -0.446
C -3.954 3.080 -0.553
O -3.647 3.341 -1.913
C -3.024 4.593 -2.119
P 0.112 0.340 -2.601
S 1.001 -1.375 -2.643
H 2.485 1.200 3.052
H 2.467 2.855 2.462
H 3.869 2.276 3.340
H 4.685 1.007 1.468
H 3.973 2.379 0.652
H 4.861 -0.110 -0.511
H 3.843 0.507 -1.847
H 3.653 -1.159 -1.271
H 2.197 1.806 -1.452
H -1.707 0.392 -0.672
H -1.311 1.634 0.472
H 0.278 0.099 1.597
H -0.025 -1.145 0.431
H -1.553 -1.892 1.973
H -1.559 -0.368 2.851
H -3.184 -0.685 0.286
H -3.761 -1.292 1.812
H -3.950 0.727 2.849
H -2.861 1.592 1.784
H -5.274 2.182 1.512
H -5.627 0.525 1.023
H -5.398 1.606 -1.088
H -3.769 0.987 -0.842
H -4.686 3.817 -0.192
H -3.045 3.188 0.053
H -1.963 4.460 -2.358
H -3.097 5.231 -1.234
H -3.509 5.097 -2.957
H 0.526 1.305 -3.534
H -1.272 0.261 -2.802
C -6.751 0.603 5.452
C -6.794 -0.301 4.232
C -7.675 -1.519 4.464
O -5.475 -0.701 3.853
H -6.333 0.064 6.308
H -6.120 1.471 5.260
H -7.750 0.953 5.715
H -7.171 0.266 3.381
H -7.285 -2.119 5.291
H -7.699 -2.150 3.575
H -8.696 -1.225 4.714
H -5.094 -1.209 4.578
C 9.054 1.389 -0.917
C 7.693 1.829 -0.407
C 7.804 2.972 0.590
O 6.998 0.726 0.179
H 9.674 1.039 -0.089
H 8.948 0.574 -1.634
H 9.578 2.214 -1.403
H 7.069 2.138 -1.248
H 8.391 2.662 1.457
H 6.814 3.274 0.937
H 8.295 3.838 0.144
H 7.517 0.421 0.932
C -11.543 2.365 2.513
C -10.044 2.312 2.264
C -9.717 1.796 0.872
O -9.396 1.516 3.257
H -11.974 1.363 2.434
H -11.752 2.743 3.514
H -12.042 3.008 1.787
H -9.620 3.310 2.390
H -10.097 0.778 0.749
H -8.638 1.773 0.716
H -10.167 2.423 0.101
H -9.743 0.620 3.186
C -2.132 -6.041 -4.004
C -2.397 -4.762 -3.227
C -2.083 -3.527 -4.056
O -1.650 -4.744 -2.011
H -1.077 -6.107 -4.280
H -2.371 -6.914 -3.394
H -2.728 -6.081 -4.917
H -3.442 -4.734 -2.912
H -1.028 -3.518 -4.340
H -2.275 -2.623 -3.476
H -2.684 -3.493 -4.967
H -0.715 -4.736 -2.245
C 1.090 -9.764 -4.292
C 1.797 -8.540 -4.852
C 3.274 -8.525 -4.491
O 1.157 -7.344 -4.408
H 1.152 -9.769 -3.200
H 0.036 -9.757 -4.569
H 1.542 -10.686 -4.662
H 1.690 -8.524 -5.938
H 3.396 -8.496 -3.404
H 3.761 -7.643 -4.907
H 3.783 -9.414 -4.866
H 1.227 -7.314 -3.447
C 13.140 3.309 0.404
C 11.780 3.722 0.944
C 11.886 4.890 1.911
O 11.127 2.614 1.562
H 13.789 2.988 1.223
H 13.039 2.476 -0.292
H 13.629 4.136 -0.112
H 11.129 3.998 0.112
H 12.500 4.612 2.772
H 10.899 5.173 2.279
H 12.342 5.759 1.434
H 11.664 2.329 2.309
*
```